Record 1
The following is a DFT calculation (ωB97M-V/def2-TZVPD) of a structure of composition C9H13MnO7P in a non-equilibrium geometry.

Output
multiplicity = 6
expectation value of S² = 8.795
total charge = +2
orbital gap (spin up / spin down) = 0.256 / 0.231 Ha
strongest force on any atom = 12.46 eV Å⁻¹

Each line ends with the Löwdin spin population.
Atoms and positions in Å:
Mn -0.19530 1.10925 -1.60658  3.847
C 0.08793 2.26439 -0.14295  0.136
O 0.18294 2.93662 0.81441  0.044
C -0.60688 2.85137 -2.11294  0.100
O -0.94624 3.90033 -2.53623  0.062
C -1.76916 0.53480 -0.56651  0.080
O -2.89349 0.35523 -0.31051  0.032
C 1.65524 0.92411 -1.02276  0.105
O 2.81027 0.96290 -1.08126  0.048
C -0.28100 0.10261 -3.46981  0.182
H 0.66632 -0.46972 -3.65914  0.022
H -1.20972 -0.50290 -3.66925  0.015
C -0.32483 1.47623 -3.66569  0.040
H -1.21064 1.84656 -4.30833  0.006
H 0.59474 1.97265 -4.04878  0.013
C -0.17206 -3.05574 0.11153  0.002
O -0.14979 -2.07781 1.20547  0.063
P -0.09673 -0.42579 0.95588  0.145
O -0.95340 0.24045 2.16896  0.027
C -1.18082 -0.44135 3.37586  0.005
O 1.49439 -0.25992 1.32245  0.019
C 2.04599 -0.59161 2.63901  0.004
H 0.62325 -2.93736 -0.65107  0.000
H -1.17009 -3.01139 -0.33765  0.000
H -0.02449 -4.05171 0.56379  0.001
H -2.02925 0.08258 3.83174  0.001
H -1.49677 -1.46170 3.11893  0.001
H -0.32846 -0.40004 4.06170  0.001
H 1.94418 -1.54112 3.23084  0.000
H 3.12186 -0.54726 2.46406  0.001
H 1.81200 0.21534 3.32485  0.000

Cartesian forces (eV/Å) of the 2 atoms listed first:
-0.7967 -4.6031 -0.5301
1.0207 6.1340 10.7995


Record 2
The following is a DFT calculation (ωB97M-V/def2-TZVPD) of an isolated molecule of C15H20 in a non-equilibrium geometry.

Output
multiplicity = 3
expectation value of S² = 2.024
orbital gap (spin up / spin down) = 0.238 / 0.284 Ha
strongest force on any atom = 6.08 eV Å⁻¹

Each line ends with the Löwdin spin population.
Atoms and positions in Å:
C 3.55457 -2.16706 -0.86282  0.042
C 2.90900 -2.79687 0.27321  0.149
C 3.15759 -0.91660 -1.28318  0.124
C 1.86714 -2.37065 0.94374  0.071
C 2.24069 -0.30380 -0.38666  0.078
C 1.36658 -1.10382 0.48868  0.191
C 2.15074 1.04576 -0.24901  0.475
C -1.24522 2.43291 -0.37786  0.004
C -1.37187 1.66954 -1.76659  0.001
C -1.57182 1.39921 0.62264  0.019
C -0.49437 0.46609 -1.39793  0.027
C 0.21303 -0.53015 0.97272  0.520
C -0.83526 0.07454 0.09753  0.053
C -0.25253 -0.79584 2.38408  0.066
C -1.85224 -1.13288 0.05803  0.045
H 4.33404 -2.85551 -1.31319  0.000
H 3.39738 -3.58601 0.62765  0.011
H 3.40320 -0.43209 -2.27208  0.006
H 1.24307 -2.80683 1.74959  0.000
H 1.63312 1.67032 0.52642  0.026
H 2.89893 1.62491 -0.81921  0.022
H -0.21602 2.74357 -0.17725  0.002
H -1.90800 3.27199 -0.35354  0.001
H -2.40702 1.38639 -2.05549  0.001
H -1.01578 2.31417 -2.62294  0.000
H -1.19395 1.76572 1.55918  0.000
H -2.67947 1.28326 0.59563  0.000
H -0.73782 -0.38406 -1.83075  0.003
H 0.52065 0.83127 -1.47360  0.014
H 0.45165 -0.23080 3.02930  0.021
H -0.24263 -1.82571 2.67559  0.016
H -1.24378 -0.51999 2.50050  -0.001
H -2.58186 -1.13494 0.82989  0.001
H -1.23681 -2.07152 0.02798  0.003
H -2.40531 -1.16082 -0.87120  0.007

Cartesian forces (eV/Å) of the 2 atoms listed first:
-0.1113 -2.0807 0.5563
3.0200 1.2591 -3.2513


Record 3
The following is a DFT calculation (ωB97M-V/def2-TZVPD) of a cluster of 7 separate species, C23H46N4O11P2 in total in a non-equilibrium geometry.

Output
multiplicity = 1
orbital gap = 0.384 Ha
strongest force on any atom = 2.01 eV Å⁻¹

Each line ends with the Löwdin charge.
Atoms and positions in Å:
C 1.73354 -0.08840 0.00226  -0.062
C 2.98389 0.46932 0.67731  -0.243
O 3.14554 1.85797 0.41310  -0.157
P 2.89546 2.99066 1.48162  0.398
O 2.09631 2.65273 2.69033  -0.245
O 2.22166 4.13710 0.62525  -0.179
C 0.89284 4.64616 0.88391  -0.246
C 0.69545 5.90046 0.08738  -0.081
O 4.36703 3.53569 1.74925  -0.169
C 4.69518 4.33787 2.86656  -0.268
C 4.87864 3.48742 4.13497  -0.081
H 1.25534 0.53346 -0.75188  0.068
H 1.96650 -1.06599 -0.42593  0.070
H 0.91825 -0.27868 0.70641  0.059
H 2.92531 0.27404 1.75045  0.111
H 3.85870 -0.05757 0.29591  0.120
H 0.24367 3.80911 0.63677  0.118
H 0.74847 4.91104 1.93184  0.115
H 1.27040 6.00102 -0.83623  0.077
H -0.35149 6.05376 -0.18924  0.078
H 0.94825 6.84451 0.58199  0.073
H 5.64882 4.84858 2.72260  0.113
H 3.95384 5.11862 3.04438  0.118
H 5.58928 2.66746 4.12509  0.076
H 5.25354 4.16782 4.91229  0.073
H 3.88247 3.22342 4.49109  0.061
C 0.43409 4.66739 -6.22904  -0.075
C -0.16309 4.91506 -4.85949  -0.272
O -0.20776 3.70205 -4.13143  -0.167
P -1.55231 2.90507 -3.82077  0.391
O -2.68088 3.68337 -3.29844  -0.232
O -1.84853 2.13370 -5.20363  -0.196
C -3.17959 2.11866 -5.80539  -0.242
C -3.17996 2.89617 -7.09703  -0.078
O -0.97659 1.79982 -2.86845  -0.154
C -1.77688 1.03364 -1.98952  -0.272
C -1.25690 -0.38626 -1.92784  -0.077
H -0.15158 3.87113 -6.70918  0.063
H 0.26653 5.50606 -6.90908  0.078
H 1.44795 4.28422 -6.32586  0.079
H 0.38863 5.71501 -4.36035  0.117
H -1.16746 5.33763 -4.95371  0.113
H -3.27556 1.05192 -6.02162  0.117
H -3.88887 2.36744 -5.01797  0.108
H -4.19824 2.78759 -7.49646  0.079
H -2.99350 3.96809 -7.07719  0.076
H -2.57590 2.44209 -7.88214  0.079
H -1.87575 1.44523 -0.97792  0.121
H -2.85017 1.01472 -2.20978  0.116
H -1.24166 -0.82166 -2.93381  0.083
H -0.27334 -0.64923 -1.55370  0.044
H -1.96965 -1.00011 -1.37452  0.044
O 3.29371 -3.80225 -0.98671  0.168
C 2.45328 -4.38098 -0.38410  -0.585
O 2.59254 -5.58548 0.20041  0.057
C 1.34877 -6.00597 0.80297  -0.086
C 0.37033 -5.09112 0.05660  -0.120
O 1.19934 -3.94081 -0.13826  0.007
H 1.16203 -6.99232 0.38757  0.131
H 1.29864 -5.87071 1.87766  0.109
H -0.57658 -4.83541 0.52226  0.104
H 0.13363 -5.49717 -0.92998  0.134
C 1.51587 -4.36307 6.82244  -0.075
C 2.01100 -4.70740 5.51129  -0.271
N 2.45484 -4.94059 4.47942  0.154
H 1.67627 -5.09236 7.60876  0.083
H 0.49015 -3.98531 6.83543  0.083
H 1.98938 -3.43183 7.16318  0.089
C -4.48450 -5.57074 4.09865  -0.059
C -3.05941 -5.71131 3.79175  -0.289
N -1.95464 -5.79065 3.52449  0.139
H -4.84678 -6.58700 4.25063  0.086
H -4.95965 -5.05613 3.26782  0.064
H -4.59338 -5.00130 5.01965  0.081
C 0.20296 -3.04638 2.87682  -0.069
C -0.65498 -2.52514 1.82360  -0.261
N -1.24903 -2.04725 0.96700  0.182
H 0.49055 -2.21253 3.52116  0.090
H 1.09864 -3.45567 2.41304  0.064
H -0.21848 -3.78865 3.55116  0.046
C -4.68669 -2.61206 0.17616  -0.067
C -4.21510 -3.97737 0.40042  -0.282
N -3.82868 -5.04945 0.53900  0.138
H -5.40061 -2.38792 0.96793  0.080
H -5.16066 -2.52310 -0.79908  0.083
H -3.86267 -1.90098 0.20767  0.050

Cartesian forces (eV/Å) of the 2 atoms listed first:
-0.5146 -0.5699 0.3701
-0.4416 -0.7552 -0.0090


Record 4
The following is a DFT calculation (ωB97M-V/def2-TZVPD) of a cluster of 7 separate species, C28H58NO6S in total in a non-equilibrium geometry.

Output
multiplicity = 1
total charge = +1
orbital gap = 0.305 Ha
strongest force on any atom = 1.07 eV Å⁻¹

Each line ends with the Löwdin charge.
Atoms and positions in Å:
C 3.71024 -1.60954 1.27768  -0.113
C 2.63245 -0.56076 1.53472  -0.264
C 3.11300 0.86766 1.27623  -0.230
C 2.12696 1.91158 1.80726  -0.199
C 0.91270 2.09313 0.88096  -0.206
C -0.39382 2.27053 1.65442  -0.234
C -1.50893 2.91329 0.82515  -0.362
S -2.60153 1.74161 0.00183  1.140
C -3.75937 1.11373 1.23476  -0.307
C -3.26694 -0.15169 1.93520  -0.479
C -3.00284 -0.06032 3.41005  -0.032
N -3.10489 -1.24199 1.31857  0.166
H 4.44785 -1.62950 2.08026  0.075
H 3.27244 -2.60823 1.22973  0.056
H 4.22122 -1.42900 0.32813  0.080
H 1.75689 -0.77343 0.90733  0.091
H 2.29382 -0.63031 2.57501  0.111
H 4.08766 1.01806 1.74257  0.103
H 3.22424 1.02294 0.19721  0.114
H 1.78454 1.60228 2.80163  0.110
H 2.63445 2.87253 1.92352  0.112
H 1.05963 2.99245 0.27424  0.115
H 0.84857 1.24448 0.19019  0.108
H -0.72871 1.31402 2.06908  0.105
H -0.20854 2.92311 2.51166  0.129
H -2.18020 3.52949 1.43473  0.075
H -1.10893 3.53307 0.02139  0.098
H -1.82121 0.66051 -0.18477  0.033
H -4.67761 0.92053 0.67472  0.081
H -3.92512 1.94504 1.92328  0.097
H -2.20390 -0.74816 3.68116  0.092
H -2.72794 0.95354 3.70679  0.078
H -3.90976 -0.33274 3.95530  0.098
H -3.37195 -1.19310 0.33205  0.055
C -7.68713 -0.60074 -1.49721  -0.013
C -6.21191 -0.58017 -1.79074  -0.494
O -5.55476 0.44046 -1.71354  0.026
C -5.56765 -1.87992 -2.18778  -0.018
H -8.02887 0.39488 -1.22593  0.084
H -8.23565 -0.94716 -2.37448  0.094
H -7.89545 -1.29740 -0.68320  0.092
H -6.02468 -2.27167 -3.09660  0.086
H -5.70005 -2.62373 -1.39964  0.096
H -4.50544 -1.72245 -2.36280  0.075
C -1.64550 -2.23067 -5.23153  -0.022
C -3.03930 -2.78835 -5.09995  -0.507
O -3.25331 -3.90142 -4.67958  0.069
C -4.17596 -1.87002 -5.49036  -0.034
H -0.91270 -2.96304 -4.90584  0.056
H -1.45194 -1.95023 -6.26889  0.090
H -1.54516 -1.33190 -4.61918  0.084
H -4.09688 -1.56682 -6.53517  0.087
H -4.13638 -0.97180 -4.86974  0.077
H -5.12247 -2.38370 -5.33928  0.072
C 7.39309 3.94089 0.90034  -0.021
C 6.26086 3.19198 0.24294  -0.500
O 6.08268 2.01104 0.42906  0.060
C 5.35718 3.99467 -0.66436  -0.023
H 7.96957 3.26261 1.52385  0.083
H 8.04255 4.37958 0.14088  0.088
H 7.00032 4.75540 1.51174  0.086
H 5.93651 4.43497 -1.47748  0.087
H 4.89612 4.81170 -0.10584  0.083
H 4.58546 3.34913 -1.07767  0.074
C 1.91454 -3.51050 -1.23845  -0.028
C 1.32895 -3.93872 -2.56261  -0.490
O 0.82282 -3.14297 -3.32145  0.056
C 1.40669 -5.40750 -2.89206  -0.016
H 1.80273 -2.43574 -1.11502  0.069
H 1.41126 -4.02938 -0.42066  0.092
H 2.97292 -3.77262 -1.19484  0.088
H 0.88537 -5.98942 -2.13001  0.089
H 2.44822 -5.73334 -2.90472  0.088
H 0.95415 -5.59296 -3.86261  0.084
C 6.96240 -4.33527 1.39464  -0.022
C 6.22464 -4.67037 2.66884  -0.505
O 5.02871 -4.52302 2.76671  0.059
C 7.05719 -5.19653 3.81211  -0.024
H 6.26121 -3.96715 0.64962  0.073
H 7.72066 -3.57478 1.58942  0.087
H 7.47133 -5.22170 1.01204  0.086
H 7.81913 -4.46544 4.08814  0.086
H 7.56918 -6.11240 3.51190  0.086
H 6.41975 -5.40001 4.66861  0.082
C -5.01637 5.00240 0.50647  -0.008
C -4.64146 5.71966 1.78040  -0.492
O -3.78462 5.24486 2.49762  0.051
C -5.34900 7.00330 2.10470  -0.011
H -4.37850 4.12285 0.46875  0.041
H -6.06711 4.71211 0.49677  0.095
H -4.82359 5.62316 -0.36950  0.096
H -6.42342 6.82787 2.18121  0.093
H -5.18730 7.72956 1.30637  0.093
H -4.97707 7.40414 3.04373  0.088

Cartesian forces (eV/Å) of the 2 atoms listed first:
-0.2144 -0.1836 -0.0735
0.0611 0.1028 -0.0303